No. 1
51
Properties=species:S:1:pos:R:3 method="wB97M-V/def2-TZVPD" total_energy_ev=-30181.205 e_above_lowest_ev=1.825 e_lumo_ev=0.650 gap_ev=8.86 spin_multiplicity=1
C 4.75 -6.02 0.90
O 4.29 -5.40 -0.28
C 3.35 -4.38 -0.07
C 1.97 -4.89 0.38
N 0.99 -3.84 0.35
C 0.64 -3.13 1.43
O 1.02 -3.37 2.56
C -0.35 -1.99 1.13
C 0.12 -0.71 1.82
C 1.01 -0.06 0.76
C 1.00 1.48 0.83
N -0.13 1.80 -0.01
C -0.55 0.77 -0.80
N -1.54 1.08 -1.58
C -1.80 2.41 -1.30
C -2.76 3.26 -1.83
C -2.81 4.57 -1.37
C -3.84 5.50 -1.93
C -1.92 5.03 -0.38
C -2.00 6.45 0.09
C -0.96 4.19 0.15
C -0.91 2.88 -0.31
C 0.29 -0.44 -0.55
N -0.39 -1.71 -0.31
C -1.69 -1.85 -0.93
H 3.98 -6.64 1.37
H 5.58 -6.66 0.60
H 5.10 -5.28 1.63
H 3.25 -3.88 -1.04
H 3.72 -3.65 0.67
H 1.66 -5.71 -0.27
H 2.02 -5.25 1.41
H 0.68 -3.46 -0.54
H -1.33 -2.31 1.50
H -0.74 -0.06 2.03
H 0.64 -0.93 2.75
H 2.02 -0.46 0.81
H 0.86 1.85 1.85
H 1.92 1.91 0.42
H -3.44 2.91 -2.58
H -3.36 6.36 -2.40
H -4.45 5.00 -2.68
H -4.50 5.88 -1.15
H -1.84 7.14 -0.73
H -1.24 6.64 0.85
H -2.98 6.66 0.52
H -0.27 4.54 0.91
H 0.98 -0.57 -1.40
H -2.46 -1.21 -0.47
H -2.00 -2.89 -0.86
H -1.61 -1.57 -1.98

No. 2
53
Properties=species:S:1:pos:R:3 method="wB97M-V/def2-TZVPD" total_energy_ev=-43048.491 e_above_lowest_ev=17.233 e_lumo_ev=-1.045 gap_ev=7.16 spin_multiplicity=1
C -1.52 -3.36 0.42
C -0.71 -2.19 0.96
O 0.13 -1.42 0.35
N -1.17 -1.98 2.22
C -0.87 -0.83 2.99
C -1.84 0.44 2.56
N -1.81 0.61 1.22
C -0.92 1.55 0.61
S 0.30 2.37 1.35
C 1.36 3.12 0.33
C 2.51 2.12 -0.11
O 3.66 2.83 0.13
N 2.11 1.18 -0.71
C 3.19 0.35 -1.28
C 3.18 -0.95 -0.29
C 3.99 -1.97 -0.82
C 3.73 -3.39 -0.14
C 5.52 -1.94 -0.77
N -0.85 1.54 -0.79
C -1.63 0.63 -1.60
C -1.49 0.96 -2.84
C -2.43 0.22 -3.82
C -3.55 -0.52 -3.01
C -3.59 -0.73 -1.72
C -2.75 0.03 -0.85
C -2.71 0.06 0.44
O -3.69 -0.66 1.21
H -1.16 -3.48 -0.71
H -2.62 -3.09 0.22
H -1.25 -4.18 0.85
H -2.02 -2.59 2.44
H 0.09 -0.62 2.75
H -0.80 -0.92 3.89
H -1.43 1.41 3.07
H -2.93 0.21 3.02
H 0.69 3.20 -0.45
H 1.73 3.87 0.87
H 1.25 0.92 -0.86
H 2.94 -0.08 -2.39
H 4.31 0.67 -1.19
H 3.52 -0.83 0.65
H 2.07 -1.35 -0.18
H 3.48 -2.34 -1.94
H 4.22 -4.25 -0.10
H 2.62 -3.58 0.10
H 3.95 -3.08 1.13
H 5.50 -0.99 -1.39
H 5.89 -2.79 -1.23
H 5.77 -1.72 0.07
H -0.74 1.48 -3.11
H -2.31 0.40 -4.71
H -4.30 -0.88 -3.64
H -4.48 -1.12 -1.42

No. 3
53
Properties=species:S:1:pos:R:3 method="wB97M-V/def2-TZVPD" total_energy_ev=-34276.526 e_above_lowest_ev=2.495 e_lumo_ev=0.359 gap_ev=8.64 spin_multiplicity=1
C -2.12 -1.30 3.70
C -1.97 -0.73 2.30
C -1.61 0.75 2.33
C -1.47 1.36 0.93
N -0.39 0.73 0.18
C 0.90 0.88 0.53
O 1.79 0.17 0.06
C 1.26 1.93 1.51
C 1.09 3.24 1.28
C 1.56 4.29 2.14
C 2.25 4.29 3.33
C 2.42 5.64 3.69
C 1.82 6.37 2.71
O 1.30 5.57 1.77
C -0.78 -0.09 -0.92
C -0.41 -1.41 -1.06
N 0.32 -2.03 -0.09
N -0.84 -2.14 -2.15
C -0.40 -3.50 -2.42
C 0.92 -3.60 -3.20
C 0.87 -2.74 -4.46
C 2.16 -3.23 -2.38
C -1.74 -1.62 -3.07
O -2.22 -2.28 -3.96
N -2.04 -0.30 -2.91
C -1.59 0.56 -1.91
O -1.91 1.74 -1.93
H -2.38 -2.36 3.66
H -2.90 -0.78 4.25
H -1.19 -1.20 4.26
H -1.19 -1.28 1.76
H -2.91 -0.86 1.75
H -0.68 0.89 2.88
H -2.39 1.31 2.86
H -2.40 1.21 0.38
H -1.30 2.43 1.01
H 1.86 1.59 2.34
H 0.57 3.58 0.39
H 2.59 3.43 3.87
H 2.91 6.01 4.56
H 1.71 7.43 2.57
H 0.67 -2.95 -0.32
H 1.04 -1.43 0.29
H -1.19 -3.94 -3.04
H -0.36 -4.08 -1.49
H 1.01 -4.65 -3.49
H -0.03 -2.96 -5.04
H 1.74 -2.94 -5.09
H 0.87 -1.68 -4.21
H 2.14 -2.19 -2.06
H 3.05 -3.37 -2.99
H 2.26 -3.87 -1.50
H -2.66 0.10 -3.61

No. 4
47
Properties=species:S:1:pos:R:3 method="wB97M-V/def2-TZVPD" total_energy_ev=-23653.373 e_above_lowest_ev=3.310 total_charge=+1 e_lumo_ev=-6.118 gap_ev=4.60 spin_multiplicity=1
C 1.90 4.19 -1.30
C 0.85 3.39 -0.59
N 1.30 2.15 -0.12
C 0.40 1.27 0.54
C -0.12 1.70 1.83
C -1.09 1.03 2.50
C -1.75 1.52 3.74
C -1.51 3.01 4.07
C -0.05 3.38 3.80
C 0.37 3.02 2.38
C 0.10 0.07 -0.08
O -0.29 3.80 -0.42
H 2.91 3.86 -1.04
H 1.74 4.11 -2.38
H 1.77 5.23 -0.99
H 2.07 1.76 -0.68
H -1.42 0.07 2.09
H -2.82 1.31 3.71
H -1.34 0.95 4.59
H -2.19 3.63 3.48
H -1.74 3.18 5.13
H 0.08 4.46 3.95
H 0.59 2.86 4.52
H 1.46 3.11 2.32
H -0.06 3.81 1.74
H -0.48 -0.69 0.45
H 0.38 0.01 -1.13
C 0.89 -2.65 0.04
C 0.50 -2.20 -1.34
C 1.62 -1.61 -2.16
C -0.35 -3.10 -2.09
C -0.53 -2.99 -3.51
C -1.23 -3.95 -4.23
C -1.79 -5.06 -3.58
C -1.62 -5.22 -2.20
C -0.91 -4.26 -1.47
H 0.01 -2.90 0.65
H 1.55 -3.53 -0.06
H 1.43 -1.88 0.59
H 1.21 -1.05 -3.02
H 2.28 -0.93 -1.61
H 2.23 -2.47 -2.52
H -0.07 -2.16 -4.05
H -1.30 -3.87 -5.32
H -2.31 -5.82 -4.14
H -1.98 -6.11 -1.68
H -0.70 -4.44 -0.41